{"formula": "C5H14", "method": "wB97M-V/def2-TZVPD", "species": ["C", "C", "C", "H", "H", "H", "H", "H", "H", "H", "H", "C", "C", "H", "H", "H", "H", "H", "H"], "xyz": [[0.67742, 0.49611, 1.69166], [-0.70347, -0.02319, 1.07807], [0.41120, 1.47605, 2.86326], [1.22470, -0.36913, 2.05898], [1.24663, 1.07131, 0.96652], [-0.83912, -1.05441, 1.39704], [-0.33443, 2.19293, 2.53004], [0.07642, 0.94397, 3.75580], [-0.35491, -0.06055, 0.05112], [-1.45199, 0.63125, 1.50154], [1.31748, 2.00103, 3.17133], [-0.64104, -0.42158, -2.84754], [0.32049, -1.50818, -2.40586], [-1.34446, -0.62172, -3.64846], [-1.17403, 0.09021, -2.04900], [-0.12897, 0.43614, -3.31711], [0.02273, -1.85182, -1.42047], [0.35105, -2.32275, -3.12196], [1.32432, -1.10566, -2.25498]], "atomic_forces_ev_per_a": [[-1.307, 0.295, 1.220], [3.225, -0.129, 0.963], [0.510, -0.705, -0.175], [0.436, 0.126, -0.197], [0.117, -0.363, -0.311], [-0.349, 0.043, 0.112], [-0.069, 0.217, 0.254], [-0.337, 0.054, -0.091], [-1.587, 0.307, -0.571], [-0.615, 0.053, -1.004], [-0.016, 0.111, -0.155], [0.247, 1.974, -0.835], [-0.139, 0.387, 0.289], [-0.332, -0.853, 0.202], [-0.196, -0.437, 0.263], [0.396, -0.298, 0.178], [-0.112, -0.536, -0.009], [0.123, -0.178, 0.117], [0.006, -0.068, -0.252]], "mulliken_charge": [-0.248, -0.623, -1.242, 0.264, 0.317, 0.236, 0.371, 0.294, -0.155, 0.419, 0.328, -0.817, -0.770, 0.330, 0.234, 0.261, 0.231, 0.318, 0.252], "charge": 0, "e_above_lowest_ev": 0.838, "total_energy_ha": -198.8584, "smiles": "CCC.CC", "homo_lumo_gap_ev": 12.17, "e_homo_ev": -11.02, "e_lumo_ev": 1.15}